Here is a cluster of 6 separate species, H13O6 in total from OMol25. Energies are from ωB97M-V with the def2-TZVPD basis set.

Each atom is followed by the atoms it is bonded to, with distances in Å.
Positions of all 19 atoms, in Å:
1 O 0.7383 0.4323 -0.3273  H2 0.900, H3 0.881, H4 0.973
2 H 0.7974 -0.3741 0.0675  O1 0.900
3 H 0.8064 0.9407 0.3895  O1 0.881
4 H -0.0570 0.5491 -0.8762  O1 0.973
5 O -1.5060 1.4160 0.7963  H6 0.944, H7 0.963
6 H -1.0630 1.4844 1.6276  O5 0.944
7 H -1.5497 2.2543 0.3245  O5 0.963
8 O 1.4273 2.2516 1.8064  H9 0.931, H10 1.128
9 H 1.8717 3.0469 1.9991  O8 0.931
10 H 0.7100 2.2677 2.6766  O8 1.128
11 O 0.8504 -2.1767 -1.9091  H12 0.935, H13 1.036
12 H 1.5170 -2.7543 -2.2187  O11 0.935
13 H 0.3638 -2.9809 -1.4727  O11 1.036
14 O 0.2563 -1.8133 1.0737  H15 1.038, H16 1.069
15 H 0.3379 -2.6622 0.4826  O14 1.038
16 H 0.1553 -1.9443 2.1299  O14 1.069
17 O -1.6637 -0.0142 -1.8787  H18 0.922, H19 0.998
18 H -2.2456 0.6871 -2.0157  O17 0.922
19 H -1.7468 -0.6101 -2.6752  O17 0.998

The energy above the lowest of the compared OMol25 structures with the same formula, charge and spin is 3.076 eV. The value obtained for the LUMO energy is -3.36 eV. Its HOMO energy is -15.50 eV. The HOMO-LUMO gap comes out at 12.1 eV. As for the net charge: +1. The largest force on an atom is 6.921 eV Å⁻¹.